Record 1
The following is a quantum chemistry calculation of a structure of composition C49H57F4N10O11S4 at a distorted geometry, from the OMol25 dataset.

Computed properties:
frontier orbital gap: 6.971 eV
charge: +5

```
135
Properties=species:S:1:pos:R:3:forces:R:3:lowdin_charge:R:1
C -1.509 -6.530 -1.534 -0.5 0.5 -0.1 0.059
N -2.464 -5.415 -1.808 0.7 0.3 -0.9 -0.059
C -3.658 -5.494 -1.250 -1.7 1.9 0.0 0.023
C -4.538 -4.379 -1.327 1.6 -1.3 -0.6 0.075
C -4.067 -3.236 -1.927 -0.1 -1.0 0.7 -0.170
C -2.810 -3.194 -2.502 -0.3 0.8 -1.3 0.035
C -2.060 -4.320 -2.559 -0.4 -1.3 1.4 0.010
C -4.999 -2.124 -1.846 0.2 2.0 -0.5 -0.135
C -5.977 -1.904 -2.819 0.6 0.2 1.3 0.072
C -6.845 -0.866 -2.626 -2.0 -0.9 -0.7 0.005
N -6.841 -0.087 -1.535 1.0 0.5 -0.6 -0.081
C -5.776 -0.139 -0.715 -0.2 -0.6 0.6 0.042
C -4.850 -1.183 -0.823 -1.0 0.6 -0.2 0.090
C -7.931 0.903 -1.387 -0.7 -0.2 1.2 0.043
H -1.783 -7.403 -2.140 0.3 0.2 0.3 0.122
H -1.541 -6.707 -0.454 0.0 -0.2 -0.3 0.094
H -0.553 -6.098 -1.773 0.5 -0.4 -0.2 0.089
H -3.930 -6.396 -0.736 0.1 -0.3 0.2 0.159
H -5.554 -4.333 -1.017 -0.5 -0.8 0.7 0.137
H -2.499 -2.309 -3.049 0.2 -0.1 0.1 0.119
H -1.148 -4.388 -3.131 0.1 -0.1 0.3 0.129
H -6.115 -2.581 -3.622 -0.1 -0.3 -0.8 0.138
H -7.729 -0.821 -3.287 0.6 0.5 0.4 0.170
H -5.801 0.615 0.070 0.3 -0.3 -0.1 0.153
H -4.076 -1.288 -0.089 0.4 0.1 0.2 0.121
H -8.868 0.372 -1.584 0.2 0.2 0.1 0.117
H -7.822 1.686 -2.101 0.2 0.5 -0.6 0.101
H -7.981 1.354 -0.364 0.3 -0.7 -0.9 0.127
C -2.310 5.134 -3.682 0.9 -0.6 -0.6 0.058
N -1.337 5.270 -2.566 -0.5 -0.1 0.6 -0.058
C -1.215 4.252 -1.665 -0.9 0.3 -1.4 0.024
C -0.231 4.253 -0.739 0.9 0.4 0.9 0.076
C 0.689 5.323 -0.704 -0.4 -1.2 -0.2 -0.098
C 0.547 6.331 -1.627 -0.5 0.7 0.1 0.050
C -0.552 6.343 -2.486 1.4 -0.3 0.1 0.032
C 1.872 5.312 0.184 -0.6 -0.9 -0.3 -0.109
C 2.436 4.143 0.679 0.1 -0.1 0.0 0.068
C 3.646 4.216 1.327 0.0 0.3 -0.3 0.029
N 4.277 5.386 1.554 0.0 0.9 0.2 -0.057
C 3.675 6.534 1.171 -0.1 -1.4 -0.1 0.032
C 2.498 6.483 0.476 0.1 2.3 0.2 0.031
C 5.595 5.511 2.255 0.2 -0.1 -0.2 0.052
H -1.677 5.058 -4.572 -0.2 0.4 -0.1 0.121
H -2.986 5.984 -3.746 0.0 -0.2 0.2 0.117
H -2.766 4.138 -3.643 -0.3 0.6 0.4 0.096
H -1.938 3.454 -1.828 0.4 0.1 0.3 0.120
H -0.162 3.421 -0.050 0.0 -0.1 0.1 0.096
H 1.278 7.135 -1.629 -0.4 0.0 -0.4 0.130
H -0.659 7.148 -3.185 -0.4 0.1 -0.4 0.155
H 1.991 3.166 0.557 -0.1 0.1 -0.1 0.121
H 4.126 3.305 1.573 0.7 -0.5 0.6 0.144
H 4.167 7.437 1.412 0.4 0.8 0.2 0.141
H 2.054 7.450 0.211 0.2 -0.5 0.1 0.146
H 5.828 6.568 2.488 -0.6 -0.7 0.1 0.118
H 6.396 5.186 1.603 0.0 -0.2 -0.3 0.108
H 5.604 4.865 3.131 -0.1 0.3 0.1 0.109
C 3.639 -1.659 -0.696 0.2 0.8 0.6 0.034
N 3.800 -2.481 -1.900 0.0 -0.1 1.0 -0.071
C 2.777 -3.226 -2.319 -0.5 -0.5 -1.5 0.010
C 2.885 -3.861 -3.560 0.5 0.0 0.6 0.051
C 4.106 -3.893 -4.243 -0.5 -0.3 0.4 -0.116
C 5.169 -3.195 -3.691 0.2 0.6 0.2 0.060
C 4.970 -2.426 -2.553 0.3 -0.4 -1.1 0.028
C 4.190 -4.521 -5.594 0.2 0.4 -0.7 -0.123
C 5.147 -5.391 -6.104 1.1 0.2 0.3 0.065
C 5.120 -5.778 -7.442 0.7 -0.4 0.7 0.023
N 4.135 -5.412 -8.259 -1.3 0.6 0.0 -0.073
C 3.176 -4.570 -7.810 0.6 0.1 1.3 0.050
C 3.266 -4.067 -6.516 -1.5 -0.7 -0.5 0.046
C 4.099 -5.887 -9.657 -0.4 0.0 0.2 0.062
H 3.929 -0.644 -0.992 -0.1 -0.2 0.3 0.115
H 4.227 -2.005 0.168 0.1 -0.1 -0.7 0.123
H 2.612 -1.652 -0.358 -0.3 -0.1 -0.3 0.093
H 1.813 -3.255 -1.790 0.7 0.3 0.1 0.124
H 1.994 -4.292 -3.968 -0.2 -0.3 -0.1 0.122
H 6.107 -3.129 -4.225 0.1 0.0 0.2 0.141
H 5.717 -1.699 -2.246 -0.2 -0.3 0.3 0.160
H 6.015 -5.669 -5.494 -0.5 -0.2 -0.3 0.149
H 5.912 -6.404 -7.869 -0.4 0.2 0.2 0.171
H 2.302 -4.303 -8.383 0.3 -0.2 -0.6 0.156
H 2.440 -3.467 -6.169 0.0 0.4 -0.2 0.127
H 3.190 -5.540 -10.135 0.1 0.3 0.0 0.111
H 4.058 -6.962 -9.693 0.3 -0.4 0.2 0.116
H 4.988 -5.504 -10.110 0.4 0.1 -0.7 0.113
C 0.148 5.996 11.129 -0.9 -0.9 0.6 0.068
N -0.057 4.813 10.196 1.6 1.3 0.2 -0.055
C 0.531 3.619 10.432 0.4 1.3 1.3 0.028
C 0.391 2.642 9.508 1.1 -2.2 0.3 0.027
C -0.323 2.766 8.337 -0.1 1.1 -0.6 -0.112
C -0.902 4.012 8.129 0.4 -0.6 0.1 0.056
C -0.672 5.012 9.037 -1.7 0.9 -0.5 -0.001
C -0.349 1.703 7.317 0.3 -1.1 0.0 -0.130
C -0.436 0.373 7.715 -0.4 -0.7 0.8 0.038
C -0.542 -0.659 6.823 0.2 1.0 -0.8 0.046
N -0.502 -0.388 5.491 -0.5 -0.6 0.8 -0.056
C -0.288 0.830 5.052 0.6 1.4 0.9 0.032
C -0.175 1.886 5.969 -0.5 0.5 -1.0 0.078
C -0.809 -1.408 4.478 1.0 -0.7 0.7 0.038
H 1.092 6.535 11.098 0.2 -0.5 -0.7 0.116
H 0.034 5.563 12.120 0.0 0.2 0.1 0.110
H -0.667 6.694 10.965 0.0 -0.1 -0.1 0.105
H 1.166 3.541 11.349 -0.8 0.0 -0.9 0.182
H 0.930 1.718 9.709 -0.1 0.1 0.0 0.146
H -1.533 4.219 7.299 -0.2 0.2 -0.7 0.134
H -1.132 5.985 8.812 0.5 -0.3 0.6 0.166
H -0.507 0.130 8.762 0.0 -0.1 0.2 0.136
H -0.634 -1.679 7.101 -0.2 -0.7 0.2 0.145
H -0.066 0.920 3.995 -0.3 0.2 0.0 0.090
H -0.027 2.864 5.557 0.2 0.3 -0.3 0.128
H -0.045 -1.322 3.724 0.0 0.1 -0.5 0.084
H -1.800 -1.247 4.098 -0.3 0.0 -0.2 0.119
H -0.691 -2.384 4.943 -0.3 0.0 0.0 0.104
N -2.039 -3.666 0.768 -0.7 1.7 -0.2 -0.308
S -0.916 -2.591 0.470 -1.2 -3.5 -3.8 0.547
O -1.420 -1.253 0.553 0.8 -0.2 -0.2 -0.272
O -0.260 -3.097 -0.810 -0.8 2.3 3.2 -0.356
F 0.131 -2.784 1.581 0.9 0.4 0.2 -0.138
S -2.236 -4.605 2.015 1.1 2.3 0.4 0.477
O -1.347 -5.669 1.784 -0.1 -2.5 0.3 -0.253
O -3.525 -4.647 2.606 -0.4 -0.8 -1.3 -0.236
F -1.492 -3.767 3.122 0.6 0.4 0.9 -0.198
N -1.048 -0.394 -3.709 0.9 -4.2 0.9 -0.298
S 0.329 -1.098 -4.022 0.5 -0.3 -0.1 0.562
O 0.020 -2.448 -4.417 0.4 0.7 -0.5 -0.291
O 1.323 -0.965 -3.002 0.0 0.3 0.0 -0.282
F 1.003 -0.274 -5.254 -1.2 -1.4 1.0 -0.164
S -1.230 1.065 -3.744 1.1 4.7 -5.4 0.455
O -0.058 1.857 -3.916 0.7 0.1 0.8 -0.282
O -2.236 1.634 -2.958 -2.3 -0.1 1.5 -0.276
F -1.803 1.146 -5.343 -0.1 0.1 2.0 -0.238
O -0.031 1.541 0.739 0.2 0.7 -0.7 -0.008
C 0.434 1.629 2.073 -0.8 -0.1 -1.9 -0.813
O 0.873 0.547 2.486 0.6 -0.1 0.9 -0.034
O 0.265 2.756 2.552 0.4 -0.3 0.6 -0.003
H 0.222 0.702 0.326 -0.2 -0.1 0.5 0.083
```
Positions in Å, forces in eV/Å.

Record 2
The following is a quantum chemistry calculation of a structure of composition C49H58AsN2PRuS3Se2 at a distorted geometry, from the OMol25 dataset.

Computed properties:
frontier orbital gap (alpha / beta): 6.585 / 6.763 eV
2S+1: 2
charge: +1

```
117
Properties=species:S:1:pos:R:3:forces:R:3:lowdin_charge:R:1
Ru 0.304 0.215 -0.075 -2.0 -2.5 1.4 0.514
C -0.124 -0.070 7.299 0.1 0.0 -0.1 -0.059
C -1.345 -0.033 6.375 0.0 0.0 0.0 -0.554
C -2.244 -1.241 6.683 0.0 0.0 0.0 -0.032
C -2.121 1.268 6.644 0.0 0.0 -0.1 -0.044
C -0.937 -0.101 4.905 0.0 0.1 0.2 -0.135
C 0.333 -0.473 4.487 0.0 -0.1 0.0 0.031
C 0.649 -0.445 3.140 -0.1 -0.1 0.0 -0.182
N -0.225 -0.117 2.193 0.5 0.5 -0.3 -0.059
C -1.479 0.155 2.571 -0.1 0.0 0.0 -0.215
C -1.852 0.202 3.899 -0.2 0.0 0.1 0.055
C -2.447 0.363 1.472 0.0 0.0 0.2 -0.232
C -3.811 0.154 1.636 -0.2 0.0 0.0 0.068
C -4.685 0.294 0.565 -0.1 0.0 0.2 -0.130
C -4.112 0.633 -0.662 0.0 0.0 -0.1 0.016
C -2.752 0.829 -0.748 0.0 0.1 0.2 -0.140
N -1.923 0.703 0.300 0.2 -0.1 -1.0 -0.045
C -6.192 0.075 0.687 0.0 0.0 0.0 -0.554
C -6.559 -1.202 -0.090 0.0 0.0 0.0 -0.031
C -6.932 1.280 0.084 0.0 0.0 0.0 -0.040
C -6.631 -0.083 2.144 0.0 0.0 0.0 -0.059
H -0.445 0.090 8.329 0.0 0.0 0.0 0.090
H 0.597 0.713 7.044 -0.1 -0.1 0.0 0.095
H 0.383 -1.038 7.260 0.0 0.1 0.0 0.087
H -2.552 -1.214 7.733 0.0 0.0 -0.1 0.094
H -1.714 -2.181 6.505 -0.1 0.1 0.0 0.095
H -3.146 -1.235 6.062 0.1 0.0 0.1 0.085
H -2.286 1.383 7.718 0.0 0.0 -0.1 0.091
H -3.102 1.268 6.161 0.1 0.0 0.0 0.077
H -1.563 2.140 6.288 0.0 -0.1 0.1 0.095
H 1.096 -0.768 5.193 0.0 0.0 0.0 0.117
H 1.641 -0.709 2.800 0.0 0.0 0.0 0.063
H -2.865 0.490 4.154 0.1 0.0 0.0 0.117
H -4.178 -0.153 2.606 0.0 0.0 -0.1 0.109
H -4.718 0.734 -1.556 0.1 0.0 0.1 0.115
H -2.293 1.106 -1.688 0.0 0.0 0.0 0.075
H -6.289 -1.118 -1.147 0.0 0.0 0.1 0.084
H -7.636 -1.378 -0.024 0.1 0.0 0.0 0.094
H -6.041 -2.072 0.325 -0.1 0.1 0.0 0.095
H -6.769 1.365 -0.994 0.0 0.0 0.1 0.077
H -6.609 2.214 0.554 -0.1 -0.1 0.0 0.096
H -8.007 1.171 0.248 0.1 0.0 0.0 0.093
H -6.210 -0.985 2.601 0.0 0.1 0.0 0.089
H -7.719 -0.174 2.184 0.1 0.0 0.0 0.093
H -6.345 0.786 2.747 0.0 -0.1 -0.1 0.094
C -1.009 4.251 0.235 0.1 -0.3 0.3 -0.331
Se -0.089 2.943 -0.871 0.1 -0.1 -0.2 0.945
C 1.731 3.600 -0.714 -0.2 0.1 -0.1 -0.516
C 2.237 3.561 0.706 0.1 0.0 0.1 -0.520
Se 2.086 1.804 1.532 0.2 -0.1 -0.4 0.973
C 3.921 1.212 1.262 -0.1 -0.1 -0.1 -0.349
H -0.830 5.232 -0.189 0.0 0.1 0.0 0.035
H -0.685 4.210 1.271 0.0 0.0 0.0 0.028
H -2.066 4.011 0.173 0.0 0.0 0.0 0.023
H 1.764 4.613 -1.109 0.0 0.1 -0.1 0.081
H 2.302 2.952 -1.373 0.1 0.0 -0.1 0.047
H 1.667 4.230 1.343 0.0 0.1 0.0 0.052
H 3.284 3.859 0.758 0.0 0.0 0.0 0.079
H 4.595 1.945 1.692 0.1 0.1 0.1 0.034
H 4.123 1.066 0.204 0.0 0.0 0.1 0.005
H 4.029 0.262 1.780 0.0 0.0 0.0 0.022
S 1.067 -4.362 0.487 0.1 -0.3 0.1 0.583
C 0.773 -2.773 0.298 0.2 -0.8 0.4 -1.850
S 1.990 -1.578 0.232 -0.2 1.3 -0.6 0.560
S -0.795 -2.145 0.191 0.2 1.7 -0.6 0.681
C -0.430 0.597 -3.932 -0.2 0.3 0.4 -0.380
C -0.102 2.071 -4.126 0.0 -0.3 -0.2 -0.469
As -0.440 2.805 -5.937 0.1 0.0 0.0 1.310
C -2.279 2.184 -6.130 -0.1 0.0 -0.1 -0.419
C -3.144 2.130 -5.037 -0.1 0.0 -0.1 -0.131
C -4.478 1.770 -5.203 0.1 0.0 0.0 -0.087
C -4.966 1.470 -6.469 0.0 0.0 0.0 -0.085
C -4.121 1.554 -7.569 0.0 0.0 0.0 -0.074
C -2.789 1.916 -7.400 -0.1 0.0 0.1 -0.125
C 0.506 1.468 -7.005 0.0 -0.1 0.0 -0.418
C -0.017 0.229 -7.381 0.2 0.0 0.0 -0.127
C 0.745 -0.657 -8.138 0.0 0.1 0.1 -0.078
C 2.031 -0.310 -8.535 0.0 0.0 0.0 -0.087
C 2.558 0.922 -8.169 0.0 0.0 0.1 -0.087
C 1.800 1.803 -7.405 -0.1 -0.1 -0.1 -0.132
P 0.351 -0.287 -2.506 1.2 0.2 0.7 0.973
C -0.219 -1.974 -2.863 -0.1 0.0 0.0 -0.419
C 0.650 -3.059 -2.870 -0.1 -0.1 -0.1 -0.120
C 0.160 -4.341 -3.098 0.0 0.0 0.0 -0.070
C -1.195 -4.544 -3.307 0.0 0.0 0.0 -0.065
C -2.071 -3.464 -3.288 0.0 0.1 0.0 -0.073
C -1.585 -2.187 -3.060 0.0 -0.1 -0.1 -0.132
C 2.098 -0.263 -3.066 0.1 0.0 -0.1 -0.365
C 2.466 -0.829 -4.289 0.0 0.0 0.0 -0.083
C 3.785 -0.779 -4.719 -0.1 0.0 -0.1 -0.060
C 4.747 -0.127 -3.959 0.0 0.0 0.1 -0.067
C 4.393 0.451 -2.747 -0.1 0.0 0.0 -0.069
C 3.079 0.365 -2.300 0.0 -0.1 -0.4 -0.154
H -0.091 0.023 -4.792 0.0 -0.2 -0.1 0.060
H -1.506 0.447 -3.851 -0.1 0.0 -0.1 0.049
H 0.944 2.280 -3.905 0.1 0.0 0.0 0.054
H -0.687 2.693 -3.465 -0.1 0.1 0.1 -0.028
H -2.783 2.386 -4.046 0.0 0.0 0.0 0.083
H -5.139 1.733 -4.344 0.0 0.0 0.0 0.094
H -6.003 1.185 -6.599 0.1 0.0 0.0 0.105
H -4.501 1.345 -8.562 0.0 0.0 0.1 0.108
H -2.144 1.992 -8.266 0.0 0.0 0.0 0.104
H -1.027 -0.042 -7.104 0.0 0.0 0.0 0.097
H 0.327 -1.615 -8.427 0.0 0.1 0.0 0.107
H 2.617 -0.996 -9.136 0.0 0.1 0.0 0.106
H 3.555 1.204 -8.487 -0.1 0.0 0.0 0.106
H 2.209 2.770 -7.135 0.0 0.0 0.0 0.090
H 1.705 -2.913 -2.678 0.0 0.0 0.0 0.106
H 0.842 -5.183 -3.092 -0.1 0.1 0.0 0.114
H -1.575 -5.548 -3.471 0.0 0.1 0.0 0.110
H -3.134 -3.621 -3.439 0.1 0.0 0.0 0.108
H -2.281 -1.354 -3.019 0.0 -0.1 0.0 0.093
H 1.727 -1.334 -4.904 0.0 0.0 0.0 0.111
H 4.062 -1.251 -5.656 -0.1 0.1 0.1 0.111
H 5.773 -0.075 -4.307 -0.1 0.0 0.0 0.110
H 5.148 0.951 -2.149 -0.1 0.0 0.0 0.105
H 2.802 0.756 -1.336 -0.1 0.1 0.2 0.011
```
Positions in Å, forces in eV/Å.

Listing ΔE to the lowest compared entry with this formula, charge and spin for the structures above in their given order: 0.0 67.6 kJ/mol.
Listing E_tot for the structures above in their given order: -143325.3259 -290638.6853 eV.